[1]
Formula: C22H52Br12N6O8P2
Source: the OMol25 dataset
Level of theory: ωB97M-V/def2-TZVPD

The geometry in ORCA input format:
```
! RIJCOSX wB97M-V def2-TZVPD def2/J DEFGRID3
* xyz 0 1
Br 4.07526 -10.01240 -2.19529
Br 7.15778 -8.67159 -8.35941
Br 6.73532 -5.37578 -8.04098
Br 5.82764 6.50221 1.45657
Br 8.79409 0.30955 -9.18644
Br 7.11982 4.20273 -0.31254
Br 7.16465 1.93273 -6.84665
Br 6.40533 7.01848 -1.77887
Br 3.35506 -6.88851 -2.30016
Br 5.79754 1.22837 -9.78169
Br 6.11135 -6.82231 -10.90146
Br 0.98953 -8.72620 -1.79281
P -6.89880 0.16749 0.38136
P 2.97885 -2.28371 6.56320
O 0.71734 2.64403 -1.26948
O 2.16970 1.30375 -2.27731
O -2.63639 9.80866 -5.65295
O -4.34356 8.72673 -4.60361
O 1.27660 0.67383 -0.21929
O 2.06770 -1.46453 7.42943
O -6.97827 1.37506 1.25336
O -2.41187 8.86928 -3.56228
N -5.97696 -1.04437 1.14935
N 3.87015 -1.39406 5.39416
N -6.12610 0.35880 -1.22343
N -8.33889 -0.52554 -0.08763
N 4.38738 -2.86679 7.35337
N 2.24946 -3.72488 5.78179
C -1.30098 9.72749 -3.30460
C 4.88269 -1.91412 4.54570
C -5.38034 9.02465 -5.64680
C -3.03643 9.15071 -4.68733
C 7.28683 -6.84765 -9.33460
C 1.36872 1.43548 -1.15877
C 4.70238 -2.16475 8.55824
C -6.65295 -2.01065 1.93271
C -6.06841 1.66021 -1.85900
C 2.78638 0.02023 -2.41887
C -5.70297 -0.70371 -2.04605
C 3.84161 0.06196 5.43578
C 7.47504 1.71420 -8.81792
C -9.49803 0.32305 -0.17365
C -4.72169 -0.50691 1.75885
C 5.05915 -4.11865 7.10601
C 0.09955 3.24511 -0.19559
C -8.43179 -1.73819 -0.96604
C 1.88628 -3.62683 4.37304
C 1.64706 -4.82103 6.49286
C 2.68306 -8.68958 -2.72073
C 5.89339 5.74764 -0.38264
H 1.99970 -0.66960 -2.11334
H 5.23252 -4.64835 8.04274
H -4.39096 -1.14689 2.57686
H 6.05195 -3.83237 6.75885
H 3.37388 0.46807 6.33267
H 4.91433 5.31692 -0.59241
H 8.33251 -6.75406 -9.62771
H 5.82678 -1.90880 5.09046
H 3.10935 -0.29199 -3.41200
H -0.97777 3.16645 -0.34150
H 3.78758 -1.98913 9.12426
H -6.66204 2.42042 -1.35127
H -4.69185 -0.50786 -2.40294
H 3.62664 -0.01056 -1.72525
H 4.82006 0.52787 5.55270
H 1.41861 -5.65065 5.82380
H 2.44336 -8.83555 -3.77399
H -9.45645 -2.10979 -0.97572
H 2.35420 -5.11256 7.26944
H -8.10953 -1.35680 -1.93495
H -0.52342 9.85853 -4.05714
H -9.66252 0.77423 0.80487
H -9.20761 1.04939 -0.93272
H -5.07308 2.10444 -1.84970
H 4.45991 -4.73372 6.43465
H -3.93744 -0.39077 1.01082
H 0.27091 2.69854 0.73178
H -7.75118 -2.54670 -0.69926
H 4.62347 -2.91251 4.19338
H -5.24565 8.55488 -6.62111
H -6.50115 1.53649 -2.85173
H 3.40583 0.42232 4.50393
H -0.78570 9.36074 -2.41685
H 2.34779 -2.68755 4.06829
H 0.82497 -3.48480 4.16918
H 5.31304 -2.72203 9.26863
H 7.92834 2.61946 -9.22182
H 0.43959 4.27521 -0.08896
H -5.63545 10.06663 -5.83986
H -1.67669 10.66305 -2.89026
H -7.12922 -1.47232 2.75214
H 0.66413 -4.57265 6.89318
H -10.45025 -0.09175 -0.50428
H 2.34059 -4.45773 3.83333
H -6.28454 -0.76957 -2.96559
H -7.41608 -2.48855 1.31843
H -5.70778 -1.64617 -1.49848
H 5.26326 -1.28724 8.23657
H -6.27129 8.47079 -5.35093
H 4.93199 -1.21214 3.71330
H -4.92754 0.41340 2.30545
H -5.98843 -2.75635 2.36912
*
```

LUMO level, eV: -0.727



[2]
Formula: CH2N2O2S
Source: the OMol25 dataset
Level of theory: ωB97M-V/def2-TZVPD

The geometry in ORCA input format:
```
! RIJCOSX wB97M-V def2-TZVPD def2/J DEFGRID3
* xyz 0 1
S 1.08549 0.82766 -0.06808
O -0.26065 0.34144 -1.02641
O 0.53519 1.00253 1.54449
N -1.55460 0.38920 -0.45294
N 2.32111 -1.66146 0.86843
C 1.77966 -0.80782 0.32505
H -1.67392 -0.53984 0.06104
H -2.23228 0.44828 -1.25157
*
```

LUMO level, eV: -0.666



[3]
Formula: C10H32N2O6
Source: the OMol25 dataset
Level of theory: ωB97M-V/def2-TZVPD

The geometry in ORCA input format:
```
! RIJCOSX wB97M-V def2-TZVPD def2/J DEFGRID3
* xyz 0 1
O -6.82974 -18.20300 42.79785
O -4.37779 -18.82539 42.22164
O -8.93256 -18.27501 44.29198
O -8.63021 -17.95938 38.02890
O -5.97266 -17.07428 45.89061
O -4.65560 -15.62688 44.04129
N -7.05244 -20.43807 44.23106
N -8.38960 -18.91678 40.43640
C -9.81888 -17.94730 38.84033
C -8.45442 -20.65888 43.85467
C -8.94008 -16.58277 40.68126
C -8.82379 -22.14092 44.14182
C -4.38261 -15.35211 45.42325
C -9.25979 -19.60513 44.63651
C -4.75293 -16.55658 46.35526
C -9.00028 -17.77679 36.63799
C -9.73838 -17.29735 44.91057
C -9.44469 -17.96664 40.28971
H -6.99488 -20.59995 45.22634
H -8.53683 -22.40208 45.16042
H -10.37675 -16.83169 44.15973
H -4.70109 -16.24691 47.39906
H -5.95702 -18.36035 42.43015
H -10.30793 -18.90658 38.67093
H -7.04720 -18.74653 43.55869
H -10.32312 -19.81618 44.75005
H -6.15648 -17.95176 46.23389
H -8.05478 -18.78147 39.49317
H -9.23001 -18.73701 36.17614
H -9.73670 -15.83944 40.71244
H -9.64718 -16.90827 36.51424
H -10.48332 -17.10422 38.65106
H -9.81488 -22.50220 43.86736
H -7.40357 -18.51676 42.09508
H -5.14901 -14.85769 43.74721
H -3.37279 -15.01810 45.66157
H -9.04019 -16.54092 45.26893
H -10.33245 -17.49751 45.80225
H -8.07972 -22.74755 43.62563
H -4.02688 -17.35760 46.21626
H -8.50055 -16.62007 41.67802
H -8.59090 -20.47939 42.78825
H -8.09681 -16.37921 40.02128
H -6.35651 -21.14153 44.02871
H -8.93219 -19.75470 45.66530
H -8.08200 -17.46561 36.13995
H -4.37856 -19.20273 41.32044
H -4.91181 -14.40184 45.49420
H -10.24628 -18.24341 40.97452
H -8.84981 -19.80866 40.32306
*
```

LUMO level, eV: 0.443



no.,E_tot (eV)
1,-908061.92689
2,-18974.24602
3,-26148.46306